# 1
8
Properties=species:S:1:pos:R:3 method="wB97M-V/def2-TZVPD" homo_lumo_gap_ev=11.198 e_homo_ev=-10.26 max_force_ha_per_bohr=0.0788 de_lowest_ev=3.694 e_lumo_ev=0.94 energy_ev=-7704.1485
C 1.91 0.77 -2.93
C -0.96 -0.76 -0.10
N 0.28 -0.59 0.46
O 2.09 1.66 -2.28
O 0.10 -0.46 -0.91
H -1.42 -1.75 -0.27
H -1.71 -0.02 0.05
H 0.13 0.36 0.92

---

# 2
11
Properties=species:S:1:pos:R:3 method="wB97M-V/def2-TZVPD" homo_lumo_gap_ev=6.948 e_homo_ev=-6.80 max_force_ha_per_bohr=0.0148 de_lowest_ev=6.876 e_lumo_ev=0.15 energy_ev=-7759.6508
N -1.07 -0.47 -0.48
C -0.32 -0.08 0.69
C 1.02 -0.36 0.03
O 1.62 0.75 0.37
C 0.20 1.41 0.59
C -0.15 -0.38 -1.38
H -2.08 -0.47 -0.59
H -0.64 -0.54 1.63
H 1.63 -1.27 -0.02
H 0.27 1.86 1.60
H -0.48 -0.45 -2.44

---

# 3
12
Properties=species:S:1:pos:R:3 method="wB97M-V/def2-TZVPD" homo_lumo_gap_ev=9.549 e_homo_ev=-8.67 max_force_ha_per_bohr=0.0152 de_lowest_ev=3.978 e_lumo_ev=0.88 energy_ev=-9810.3365
C 2.07 1.22 -0.22
C -0.19 0.84 0.21
C -1.15 0.30 0.93
O -1.80 -0.90 0.62
C -1.36 -1.53 -0.46
O -2.15 -2.59 -0.56
N 0.65 1.45 -0.44
H 2.47 0.69 -1.09
H 2.57 2.19 -0.17
H 2.28 0.64 0.68
H -1.52 0.75 1.83
H -1.85 -3.07 -1.34

---

# 4
6
Properties=species:S:1:pos:R:3 method="wB97M-V/def2-TZVPD" homo_lumo_gap_ev="7.361 / 7.451" total_charge=+1 e_homo_ev="-12.82 / -12.85" multiplicity=4 max_force_ha_per_bohr=0.0510 de_lowest_ev=0.000 e_lumo_ev="-5.46 / -5.40" energy_ev=-28997.8420
H -0.34 1.53 -0.38
O 1.45 1.24 1.15
C 0.25 0.78 1.45
Li 1.62 -0.25 2.14
V 1.46 2.32 -0.53
H -0.46 1.63 1.58

---

# 5
18
Properties=species:S:1:pos:R:3 method="wB97M-V/def2-TZVPD" homo_lumo_gap_ev="7.790 / 7.931" e_homo_ev="-8.52 / -8.38" max_force_ha_per_bohr=0.1104 de_lowest_ev=0.000 e_lumo_ev="-0.73 / -0.45" smiles="FCCCC/C(I)=C(/F)Br" energy_ev=-89924.6673
C 1.99 1.25 0.28
C 1.87 1.51 2.09
C 0.76 0.94 -0.44
C 0.04 -0.42 -0.13
C -1.24 -0.49 -0.86
C -2.11 -1.72 -0.71
F 3.04 1.69 2.66
F -2.34 -1.87 0.66
Br 0.50 2.61 2.73
I 3.62 0.08 -0.11
H 0.03 1.79 -0.16
H 0.98 0.77 -1.66
H -0.09 -0.60 0.89
H 0.63 -1.30 -0.28
H -1.80 0.40 -0.69
H -1.17 -0.41 -2.03
H -3.07 -1.41 -1.24
H -1.64 -2.79 -1.01

---

# 6
21
Properties=species:S:1:pos:R:3 method="wB97M-V/def2-TZVPD" homo_lumo_gap_ev="8.504 / 5.979" total_charge=+2 e_homo_ev="-17.22 / -17.24" multiplicity=4 max_force_ha_per_bohr=0.1497 de_lowest_ev=0.000 e_lumo_ev="-8.72 / -11.26" energy_ev=-52373.6146
O -0.61 -1.17 -3.17
C -0.71 -0.62 -2.15
Cr -1.05 0.43 -0.58
C -1.22 1.41 1.05
O -1.52 2.07 1.96
C -2.63 1.41 -1.34
O -3.32 2.31 -0.92
C -2.29 -0.87 0.04
O -3.15 -1.59 0.35
C 0.09 1.82 -1.23
O 0.54 2.76 -1.75
H -2.78 0.89 -2.37
N 3.56 -0.53 1.87
N 2.35 -0.73 1.26
N 1.91 -2.00 1.10
C 0.76 -1.79 0.48
N 0.52 -0.48 0.28
N 1.56 0.22 0.80
H 3.85 0.43 1.95
H 4.06 -1.36 2.17
H 0.08 -2.61 0.19

---

# 7
118
Properties=species:S:1:pos:R:3 method="wB97M-V/def2-TZVPD" homo_lumo_gap_ev="4.358 / 5.670" total_charge=-1 e_homo_ev="-2.36 / -3.67" multiplicity=8 max_force_ha_per_bohr=0.0425 de_lowest_ev=1.027 e_lumo_ev="2.00 / 1.99" energy_ev=-109057.5523
Eu 0.18 -0.41 0.87
C -2.26 -1.90 -2.31
C -3.10 -1.48 -1.09
N -2.35 -1.61 0.15
C -2.42 -2.91 0.81
C -1.72 -4.04 0.06
S 0.07 -3.71 -0.20
C 0.20 -3.76 -2.03
C 0.11 -2.39 -2.70
N -0.87 -1.54 -2.07
H -2.31 -2.98 -2.45
H -2.67 -1.44 -3.22
H -3.36 -0.43 -1.21
H -4.04 -2.07 -1.07
H -2.78 -0.95 0.80
H -1.88 -2.78 1.76
H -3.47 -3.22 0.99
H -1.77 -4.94 0.67
H -2.17 -4.24 -0.90
H 1.18 -4.20 -2.23
H -0.56 -4.45 -2.39
H 1.07 -1.88 -2.59
H -0.08 -2.54 -3.77
H -0.72 -0.57 -2.33
O 0.47 1.05 2.91
C 0.85 1.99 2.21
O 0.78 2.04 0.97
H 1.28 2.88 2.74
C -5.83 0.99 1.68
C -4.55 1.12 2.51
C -4.38 2.58 2.94
C -4.64 0.20 3.73
N -3.45 0.67 1.64
N -2.14 0.58 2.20
H -6.68 1.30 2.28
H -5.98 -0.03 1.36
H -5.79 1.63 0.79
H -5.23 2.90 3.54
H -4.31 3.23 2.07
H -3.48 2.72 3.54
H -5.54 0.42 4.28
H -3.79 0.34 4.39
H -4.67 -0.84 3.41
H -3.39 1.29 0.83
H -2.07 -0.26 2.79
H -1.89 1.39 2.78
C 0.81 -3.85 3.35
C 0.10 -2.50 3.63
C 1.03 -1.66 4.54
C -1.20 -2.80 4.42
O -0.19 -1.86 2.45
H 1.07 -4.35 4.29
H 1.72 -3.67 2.78
H 0.17 -4.50 2.76
H 1.03 -2.04 5.56
H 0.70 -0.63 4.54
H 2.04 -1.70 4.15
H -0.98 -3.34 5.33
H -1.88 -3.40 3.82
H -1.70 -1.86 4.68
N -1.26 1.11 -0.68
C -1.52 2.13 -1.15
N -1.82 3.25 -1.73
C -2.30 4.41 -1.00
C -3.74 4.72 -1.42
C -3.83 4.88 -2.93
C -3.30 3.62 -3.63
C -1.86 3.35 -3.17
H -1.67 5.27 -1.25
H -2.22 4.22 0.07
H -4.08 5.63 -0.92
H -4.39 3.90 -1.10
H -3.23 5.74 -3.24
H -4.86 5.06 -3.23
H -3.32 3.75 -4.71
H -3.93 2.77 -3.37
H -1.21 4.18 -3.49
H -1.48 2.43 -3.61
C 3.76 -3.62 -0.43
Si 4.00 -2.12 -1.61
C 3.63 -2.75 -3.40
C 5.89 -1.89 -1.77
Si 2.68 -0.31 -0.64
Si 4.32 0.65 0.90
C 3.88 -0.30 2.51
C 6.23 0.53 0.78
C 4.10 2.54 1.22
Si 2.72 1.31 -2.42
C 4.39 1.72 -3.29
C 2.04 3.02 -1.87
C 1.61 0.80 -3.91
H 4.07 -4.56 -0.87
H 2.72 -3.72 -0.12
H 4.35 -3.47 0.47
H 4.22 -3.64 -3.62
H 3.91 -1.99 -4.12
H 2.59 -3.01 -3.59
H 6.36 -2.76 -2.24
H 6.37 -1.74 -0.81
H 6.13 -1.03 -2.39
H 4.17 -1.34 2.41
H 2.80 -0.27 2.67
H 4.36 0.09 3.40
H 6.58 -0.49 0.93
H 6.72 1.15 1.53
H 6.59 0.86 -0.19
H 3.07 2.84 1.07
H 4.72 3.11 0.53
H 4.38 2.82 2.23
H 5.15 1.99 -2.56
H 4.30 2.54 -3.99
H 4.76 0.86 -3.84
H 2.82 3.62 -1.42
H 1.27 2.88 -1.12
H 1.61 3.60 -2.69
H 1.93 -0.15 -4.31
H 1.65 1.53 -4.73
H 0.56 0.71 -3.62

---

# 8
88
Properties=species:S:1:pos:R:3 method="wB97M-V/def2-TZVPD" homo_lumo_gap_ev=9.017 e_homo_ev=-8.82 max_force_ha_per_bohr=0.1325 de_lowest_ev=1.855 e_lumo_ev=0.20 smiles="COCCNCCOC.NC(N)=O.NC(N)=O.NC(N)=O.NC(N)=O.NC(N)=O.NC(N)=O.NC(N)=O.NC(N)=O" energy_ev=-61089.6081
C -5.58 5.58 5.16
O -5.20 4.70 6.20
C -5.56 3.33 5.99
C -4.86 2.65 4.79
N -3.39 2.37 4.98
C -2.45 3.35 5.49
C -2.09 4.52 4.50
O -1.34 3.83 3.46
C -1.04 4.62 2.29
H -5.03 6.46 5.49
H -6.65 5.82 5.17
H -5.24 5.30 4.17
H -6.65 3.27 5.92
H -5.33 2.92 6.98
H -5.09 3.24 3.90
H -5.38 1.71 4.61
H -2.98 2.19 4.08
H -1.49 2.86 5.64
H -2.84 3.71 6.43
H -1.48 5.36 4.81
H -3.00 5.00 4.13
H -1.99 4.90 1.82
H -0.32 4.18 1.59
H -0.63 5.55 2.67
C 0.82 0.70 -6.22
O 1.04 0.33 -7.35
N 1.50 0.37 -5.20
N -0.06 1.58 -5.94
H 2.19 -0.36 -5.28
H 1.29 0.62 -4.24
H 0.00 2.07 -5.06
H -0.86 1.79 -6.53
C 0.69 -5.89 -3.73
O -0.02 -5.94 -2.72
N 0.55 -5.40 -4.98
N 1.81 -6.61 -3.78
H -0.24 -4.90 -5.35
H 1.36 -5.41 -5.58
H 2.37 -6.71 -4.62
H 2.22 -7.07 -2.98
C 0.93 -0.10 -0.30
O 1.32 0.71 -1.10
N 0.51 0.21 0.91
N 0.87 -1.40 -0.59
H 0.23 -0.60 1.44
H 0.38 1.20 1.11
H 1.26 -1.61 -1.50
H 0.37 -2.13 -0.10
C 3.13 4.74 -4.46
O 3.99 4.05 -5.02
N 2.54 4.54 -3.29
N 2.75 5.82 -5.05
H 1.79 5.14 -2.97
H 2.74 3.64 -2.87
H 2.10 6.38 -4.52
H 3.20 6.11 -5.91
C 5.27 -2.30 -4.15
O 4.79 -2.99 -3.24
N 6.19 -1.39 -4.00
N 4.80 -2.39 -5.36
H 6.70 -1.12 -4.83
H 6.48 -1.10 -3.07
H 4.34 -3.28 -5.52
H 5.19 -1.83 -6.11
C -4.17 -1.02 -0.28
O -4.28 -0.40 0.72
N -3.76 -2.24 -0.33
N -4.53 -0.63 -1.46
H -3.41 -2.67 0.51
H -3.59 -2.70 -1.21
H -4.87 0.32 -1.47
H -4.55 -1.19 -2.30
C -0.57 -3.18 3.45
O -0.46 -3.85 2.41
N -1.40 -2.22 3.65
N 0.26 -3.29 4.46
H -1.46 -1.83 4.58
H -1.93 -1.81 2.89
H 0.27 -2.67 5.25
H 1.12 -3.78 4.24
C 4.30 -5.67 2.23
O 3.64 -5.88 3.22
N 5.64 -5.48 2.23
N 3.74 -5.44 1.05
H 6.03 -5.57 3.16
H 6.11 -5.39 1.34
H 2.73 -5.40 1.09
H 4.24 -4.91 0.35